This record from OMol25 describes a cluster of 16 separate species, C79H167N9O16 in total at a distorted geometry. The level of theory is ωB97M-V/def2-TZVPD.

HOMO = -8.307 eV
maximum force = 3.68 eV/Å
orbital gap = 0.3164 Ha
LUMO energy = 0.302 eV
multiplicity = 1

Each atom is followed by the atoms it is bonded to, with distances in Å.
Geometry (Å):
1 C 17.35019 10.67631 16.22274  O2 1.200, N3 1.328, H6 1.100
2 O 16.29528 11.18527 15.96359  C1 1.200
3 N 17.65378 10.15202 17.40455  C1 1.328, C4 1.409, C5 1.434
4 C 16.78972 10.19641 18.51639  N3 1.409, H7 1.080, H8 1.097, H9 1.094
5 C 18.91887 9.48925 17.53157  N3 1.434, H10 1.097, H11 1.091, H12 1.083
6 H 18.15056 10.61710 15.47069  C1 1.100
7 H 15.92634 10.79384 18.26472  C4 1.080
8 H 17.20291 10.64036 19.43041  C4 1.097
9 H 16.56740 9.13502 18.66285  C4 1.094
10 H 19.54200 9.95315 18.30605  C5 1.097
11 H 18.72096 8.46551 17.85167  C5 1.091
12 H 19.49198 9.54925 16.61449  C5 1.083
13 C 14.55604 20.16032 19.81563  O14 1.191, N15 1.329, H18 1.089
14 O 15.16107 19.16179 20.05059  C13 1.191
15 N 13.38402 20.21134 19.19098  C13 1.329, C16 1.436, C17 1.447
16 C 12.84804 21.49016 18.81720  N15 1.436, H19 1.101, H20 1.106, H21 1.094
17 C 12.79903 19.02723 18.60053  N15 1.447, H22 1.093, H23 1.087, H24 1.070
18 H 14.95416 21.12290 20.13155  C13 1.089
19 H 11.84736 21.59406 19.26421  C16 1.101
20 H 12.67179 21.45993 17.72525  C16 1.106
21 H 13.47906 22.30834 19.17682  C16 1.094
22 H 11.76481 18.99904 18.95365  C17 1.093
23 H 12.82955 19.09730 17.51608  C17 1.087
24 H 13.43680 18.21901 18.89375  C17 1.070
25 C 22.77913 11.22952 19.00147  O26 1.205, N27 1.316, H30 1.096
26 O 22.36647 10.25799 18.41930  C25 1.205
27 N 22.35349 12.47300 18.94199  C25 1.316, C28 1.447, C29 1.396
28 C 23.01183 13.52265 19.68961  N27 1.447, H31 1.085, H32 1.087, H33 1.081
29 C 21.27964 12.80726 18.11497  N27 1.396, H34 1.087, H35 1.105, H36 1.091
30 H 23.60042 11.08676 19.71318  C25 1.096
31 H 23.64247 13.04560 20.43285  C28 1.085
32 H 22.20773 14.02885 20.21816  C28 1.087
33 H 23.64392 14.09464 19.02529  C28 1.081
34 H 20.49822 13.34947 18.64143  C29 1.087
35 H 21.55177 13.47642 17.27928  C29 1.105
36 H 20.94523 11.89523 17.61802  C29 1.091
37 C 16.53965 16.26982 11.67326  O38 1.210, N39 1.306, H42 1.102
38 O 16.42282 16.20205 10.47075  C37 1.210
39 N 16.28892 17.34630 12.36936  C37 1.306, C40 1.459, C41 1.457
40 C 16.44580 17.38277 13.81903  N39 1.459, H43 1.091, H44 1.096, H45 1.096
41 C 15.88937 18.55648 11.66247  N39 1.457, H46 1.092, H47 1.091, H48 1.088
42 H 16.81647 15.37130 12.24839  C37 1.102
43 H 16.58006 16.36127 14.17830  C40 1.091
44 H 15.56168 17.79794 14.31711  C40 1.096
45 H 17.33103 18.00988 13.97416  C40 1.096
46 H 15.81471 18.26968 10.61188  C41 1.092
47 H 14.93785 18.95804 12.01369  C41 1.091
48 H 16.61705 19.35341 11.79805  C41 1.088
49 C 11.47849 16.36086 23.64343  O50 1.220, N51 1.334, H54 1.105
50 O 11.79621 16.71270 24.76759  C49 1.220
51 N 12.16747 16.59372 22.52520  C49 1.334, C52 1.449, C53 1.475
52 C 13.37580 17.38730 22.61760  N51 1.449, H55 1.088, H56 1.091, H57 1.078
53 C 11.87819 15.91028 21.25051  N51 1.475, H58 1.096, H59 1.089, H60 1.101
54 H 10.58065 15.72836 23.51827  C49 1.105
55 H 13.23272 18.26608 21.99245  C52 1.088
56 H 14.25627 16.87047 22.23433  C52 1.091
57 H 13.49310 17.61351 23.66522  C52 1.078
58 H 11.28438 16.51322 20.55439  C53 1.096
59 H 12.83796 15.58224 20.85280  C53 1.089
60 H 11.39449 14.94215 21.45360  C53 1.101
61 C 21.09419 17.44037 13.57443  C62 1.542, C65 1.565, H66 1.097, H67 1.084
62 C 20.87736 17.77019 15.06533  C61 1.542, C63 1.523, H68 1.078, H69 1.089
63 C 20.16975 16.56390 15.66863  C62 1.523, O64 1.414, H70 1.082, H71 1.091
64 O 19.30549 16.18403 14.61622  C63 1.414, C65 1.434
65 C 20.01357 16.32583 13.37710  C61 1.565, O64 1.434, H72 1.084, H73 1.104
66 H 22.08091 17.02293 13.33937  C61 1.097
67 H 20.97447 18.30418 12.93095  C61 1.084
68 H 20.22158 18.62383 15.12898  C62 1.078
69 H 21.79259 18.01945 15.60071  C62 1.089
70 H 19.47000 16.86530 16.43646  C63 1.082
71 H 20.85709 15.76138 15.94195  C63 1.091
72 H 19.30225 16.61061 12.61043  C65 1.084
73 H 20.46777 15.34424 13.15700  C65 1.104
74 C 18.24116 20.32980 16.42755  C75 1.556, C78 1.558, H79 1.084, H80 1.088
75 C 19.22315 21.52745 16.28046  C74 1.556, C76 1.536, H81 1.103, H82 1.085
76 C 19.00562 22.35538 17.55546  C75 1.536, O77 1.463, H83 1.072, H84 1.087
77 O 17.61094 22.03040 17.85354  C76 1.463, C78 1.439
78 C 17.36460 20.62341 17.68155  C74 1.558, O77 1.439, H85 1.076, H86 1.072
79 H 18.69548 19.35467 16.56464  C74 1.084
80 H 17.56872 20.27871 15.57434  C74 1.088
81 H 18.81767 22.16958 15.48038  C75 1.103
82 H 20.26683 21.39941 16.01235  C75 1.085
83 H 19.04877 23.41661 17.41340  C76 1.072
84 H 19.61764 21.99381 18.37829  C76 1.087
85 H 16.31462 20.49371 17.48281  C78 1.076
86 H 17.84310 20.16872 18.52680  C78 1.072
87 C 9.04596 13.21135 17.56424  C88 1.512, C91 1.539, H92 1.097, H93 1.090
88 C 10.04553 12.07746 17.59060  C87 1.512, C89 1.578, H94 1.089, H95 1.084
89 C 11.40766 12.87385 17.60892  C88 1.578, O90 1.379, H96 1.092, H97 1.093
90 O 11.10341 14.06197 18.23996  C89 1.379, C91 1.426
91 C 9.71129 14.24675 18.48861  C87 1.539, O90 1.426, H98 1.086, H99 1.080
92 H 8.03171 12.96071 17.89759  C87 1.097
93 H 9.00284 13.64718 16.56637  C87 1.090
94 H 10.19899 11.49930 16.68027  C88 1.089
95 H 9.88183 11.38492 18.40866  C88 1.084
96 H 11.84597 13.11554 16.63802  C89 1.092
97 H 12.09293 12.28148 18.22113  C89 1.093
98 H 9.60370 15.25151 18.09183  C91 1.086
99 H 9.46660 14.15644 19.53624  C91 1.080
100 C 22.85822 17.48128 20.05755  C101 1.532, C104 1.527, H105 1.089, H106 1.082
101 C 23.41727 18.80356 19.52372  C100 1.532, C102 1.522, H107 1.090, H108 1.095
102 C 22.37725 19.18375 18.48004  C101 1.522, O103 1.385, H109 1.097, H110 1.092
103 O 21.27073 18.37464 18.68088  C102 1.385, C104 1.446
104 C 21.83821 17.08137 18.99353  C100 1.527, O103 1.446, H111 1.093, H112 1.085
105 H 22.31632 17.67876 20.98100  C100 1.089
106 H 23.57711 16.68583 20.20408  C100 1.082
107 H 24.40870 18.75079 19.07358  C101 1.090
108 H 23.44742 19.53717 20.33594  C101 1.095
109 H 22.84372 18.98552 17.50712  C102 1.097
110 H 22.02980 20.21847 18.50579  C102 1.092
111 H 22.24510 16.53204 18.14064  C104 1.093
112 H 21.03193 16.45558 19.36250  C104 1.085
113 C 17.45466 12.85692 13.17569  C114 1.508, C117 1.488, H118 1.093, H119 1.094
114 C 17.79814 12.64128 11.72306  C113 1.508, C115 1.542, H120 1.098, H121 1.098
115 C 16.44978 12.36347 11.02791  C114 1.542, O116 1.402, H122 1.087, H123 1.085
116 O 15.56196 13.03816 11.87711  C115 1.402, C117 1.408
117 C 15.97550 12.69690 13.17933  C113 1.488, O116 1.408, H124 1.080, H125 1.094
118 H 17.80308 13.83279 13.52192  C113 1.093
119 H 17.92886 12.20044 13.91155  C113 1.094
120 H 18.43850 11.77762 11.49890  C114 1.098
121 H 18.28231 13.53095 11.29967  C114 1.098
122 H 16.17670 11.31300 10.96982  C115 1.087
123 H 16.34532 12.92025 10.10285  C115 1.085
124 H 15.75269 11.64795 13.30631  C117 1.080
125 H 15.44514 13.34297 13.88553  C117 1.094
126 C 20.79962 13.25330 22.59899  C127 1.572, C130 1.540, H131 1.071, H132 1.102
127 C 21.25113 14.59434 23.28314  C126 1.572, C128 1.546, H133 1.102, H134 1.093
128 C 20.07700 14.92076 24.23431  C127 1.546, O129 1.423, H135 1.097, H136 1.094
129 O 19.70700 13.63196 24.71225  C128 1.423, C130 1.439
130 C 19.75873 12.71903 23.60065  C126 1.540, O129 1.439, H137 1.103, H138 1.080
131 H 21.54704 12.52548 22.35623  C126 1.071
132 H 20.36968 13.43314 21.60035  C126 1.102
133 H 21.36212 15.34829 22.48657  C127 1.102
134 H 22.18922 14.58884 23.84324  C127 1.093
135 H 19.18952 15.34436 23.74797  C128 1.097
136 H 20.35561 15.57228 25.06730  C128 1.094
137 H 18.72244 12.73109 23.22414  C130 1.103
138 H 19.95259 11.72795 23.98306  C130 1.080
139 C 10.55517 16.20327 13.94298  C140 1.557, C143 1.522, H144 1.100, H145 1.097
140 C 9.22162 16.87799 13.50782  C139 1.557, C141 1.540, H146 1.094, H147 1.094
141 C 9.47536 18.37402 13.76874  C140 1.540, O142 1.418, H148 1.081, H149 1.098
142 O 10.50921 18.42222 14.73868  C141 1.418, C143 1.435
143 C 10.97026 17.11023 15.09284  C139 1.522, O142 1.435, H150 1.093, H151 1.078
144 H 11.33190 16.15896 13.16554  C139 1.100
145 H 10.35148 15.17232 14.25822  C139 1.097
146 H 8.38060 16.52646 14.11325  C140 1.094
147 H 8.98214 16.66439 12.46236  C140 1.094
148 H 8.59042 18.83555 14.18454  C141 1.081
149 H 9.76434 18.95800 12.88521  C141 1.098
150 H 10.63013 16.78076 16.07746  C143 1.093
151 H 12.04513 17.14972 15.17067  C143 1.078
152 C 14.76089 15.89295 16.85122  C153 1.498, H163 1.085, H164 1.086, H165 1.089
153 C 15.61226 15.06242 17.76134  C152 1.498, C154 1.567, N158 1.499, C162 1.470
154 C 16.87968 14.53121 17.00753  C153 1.567, C155 1.542, H166 1.093, H167 1.101
155 C 17.86336 13.85260 17.98137  C154 1.542, C156 1.526, H168 1.103, H169 1.090
156 C 18.33748 14.89051 18.99460  C155 1.526, C157 1.535, H170 1.091, H171 1.110
157 C 17.16582 15.48556 19.78719  C156 1.535, N158 1.495, C160 1.528, C161 1.538
158 N 16.15520 15.98873 18.80714  C153 1.499, C157 1.495, O159 1.411
159 O 14.98886 16.22945 19.56400  N158 1.411, H181 0.969
160 C 16.57296 14.44419 20.73573  C157 1.528, H172 1.082, H173 1.085, H174 1.079
161 C 17.63939 16.68508 20.62518  C157 1.538, H175 1.089, H176 1.088, H177 1.093
162 C 14.76811 13.95476 18.23196  C153 1.470, H178 1.073, H179 1.086, H180 1.090
163 H 15.32504 16.66742 16.34304  C152 1.085
164 H 13.92058 16.38557 17.33070  C152 1.086
165 H 14.39699 15.20659 16.08738  C152 1.089
166 H 16.62639 13.84486 16.19610  C154 1.093
167 H 17.32732 15.40496 16.50857  C154 1.101
168 H 18.71454 13.42333 17.42734  C155 1.103
169 H 17.40061 12.99326 18.46595  C155 1.090
170 H 18.79381 15.74987 18.50138  C156 1.091
171 H 18.93502 14.38058 19.77864  C156 1.110
172 H 16.20804 13.51056 20.32787  C160 1.082
173 H 17.38914 14.09474 21.35906  C160 1.085
174 H 15.75844 14.85338 21.31342  C160 1.079
175 H 16.85849 16.99169 21.31927  C161 1.089
176 H 18.53784 16.38226 21.15938  C161 1.088
177 H 17.81612 17.55717 19.99104  C161 1.093
178 H 15.21097 13.35862 19.00606  C162 1.073
179 H 14.61599 13.34281 17.34809  C162 1.086
180 H 13.82476 14.32299 18.63503  C162 1.090
181 H 14.86759 17.17918 19.71151  O159 0.969
182 C 17.74912 20.04816 25.01819  C183 1.521, H193 1.090, H194 1.093, H195 1.096
183 C 18.89261 19.88137 24.02873  C182 1.521, C184 1.527, N188 1.447, C192 1.509
184 C 18.37467 19.54240 22.63324  C183 1.527, C185 1.537, H196 1.093, H197 1.104
185 C 19.42400 19.72864 21.52548  C184 1.537, C186 1.543, H198 1.093, H199 1.092
186 C 20.02988 21.14816 21.53590  C185 1.543, C187 1.572, H200 1.100, H201 1.095
187 C 20.62605 21.45616 22.95774  C186 1.572, N188 1.492, C190 1.507, C191 1.536
188 N 19.59312 21.14725 23.98844  C183 1.447, C187 1.492, O189 1.454
189 O 20.25507 21.28566 25.27521  N188 1.454, H211 0.964
190 C 21.95346 20.78606 23.20229  C187 1.507, H202 1.096, H203 1.096, H204 1.091
191 C 20.92684 22.95288 23.12644  C187 1.536, H205 1.092, H206 1.092, H207 1.096
192 C 19.77812 18.75560 24.50416  C183 1.509, H208 1.084, H209 1.091, H210 1.087
193 H 18.08580 20.26686 26.03190  C182 1.090
194 H 17.16177 19.12830 25.08522  C182 1.093
195 H 17.10914 20.87619 24.69241  C182 1.096
196 H 18.00257 18.51548 22.67115  C184 1.093
197 H 17.48107 20.16826 22.46511  C184 1.104
198 H 18.96395 19.56915 20.54638  C185 1.093
199 H 20.20138 18.96457 21.58308  C185 1.092
200 H 19.16524 21.82217 21.44685  C186 1.100
201 H 20.68310 21.44644 20.70919  C186 1.095
202 H 21.85956 19.70288 23.06428  C190 1.096
203 H 22.75308 21.01036 22.48666  C190 1.096
204 H 22.27347 21.00537 24.22175  C190 1.091
205 H 21.25058 23.15883 24.14850  C191 1.092
206 H 21.79374 23.23724 22.52625  C191 1.092
207 H 20.02805 23.49688 22.81324  C191 1.096
208 H 19.21097 17.91250 24.88279  C192 1.084
209 H 20.41099 19.04761 25.34413  C192 1.091
210 H 20.46986 18.54100 23.69364  C192 1.087
211 H 19.78677 22.04174 25.64660  O189 0.964
212 C 15.20018 14.56349 27.03515  C213 1.510, H223 1.078, H224 1.077, H225 1.090
213 C 16.10391 15.36709 26.13174  C212 1.510, C214 1.535, N218 1.497, C222 1.538
214 C 15.72422 16.85075 26.03237  C213 1.535, C215 1.510, H226 1.100, H227 1.104
215 C 15.86403 17.53983 27.36898  C214 1.510, C216 1.544, H228 1.085, H229 1.085
216 C 17.34765 17.48323 27.79324  C215 1.544, C217 1.588, H230 1.096, H231 1.098
217 C 17.82547 15.97036 27.86966  C216 1.588, N218 1.474, C220 1.546, C221 1.476
218 N 17.51798 15.26521 26.61205  C213 1.497, C217 1.474, O219 1.442
219 O 17.77492 13.86260 26.82540  N218 1.442, H241 0.981
220 C 19.37029 16.02219 27.87759  C217 1.546, H232 1.084, H233 1.087, H234 1.072
221 C 17.28494 15.36283 29.10169  C217 1.476, H235 1.093, H236 1.102, H237 1.088
222 C 16.13899 14.80856 24.69962  C213 1.538, H238 1.100, H239 1.088, H240 1.091
223 H 15.06953 15.18898 27.90287  C212 1.078
224 H 15.59645 13.58181 27.23195  C212 1.077
225 H 14.25418 14.41016 26.51499  C212 1.090
226 H 16.42091 17.21533 25.26292  C214 1.100
227 H 14.69725 16.89739 25.63013  C214 1.104
228 H 15.14804 17.14994 28.08508  C215 1.085
229 H 15.63106 18.59402 27.26264  C215 1.085
230 H 17.48859 17.98911 28.75498  C216 1.096
231 H 17.93510 18.01984 27.03664  C216 1.098
232 H 19.73473 15.00159 27.90334  C220 1.084
233 H 19.72589 16.54788 26.99526  C220 1.087
234 H 19.76627 16.39619 28.80108  C220 1.072
235 H 17.32517 14.27372 29.02319  C221 1.093
236 H 17.90478 15.68748 29.95244  C221 1.102
237 H 16.28142 15.73586 29.29265  C221 1.088
238 H 15.12744 14.93299 24.28520  C222 1.100
239 H 16.42910 13.76171 24.63549  C222 1.088
240 H 16.84740 15.37073 24.08900  C222 1.091
241 H 18.37232 13.58019 26.10066  O219 0.981
242 C 13.63178 11.63969 25.30047  C243 1.552, H253 1.090, H254 1.081, H255 1.091
243 C 13.04931 11.70421 23.86324  C242 1.552, C244 1.537, N248 1.513, C252 1.526
244 C 13.93247 12.61636 22.99701  C243 1.537, C245 1.581, H256 1.097, H257 1.097
245 C 13.59250 12.43649 21.46319  C244 1.581, C246 1.564, H258 1.073, H259 1.075
246 C 13.75522 10.93312 21.06318  C245 1.564, C247 1.612, H260 1.076, H261 1.101
247 C 12.80470 9.98063 21.95000  C246 1.612, N248 1.474, C250 1.481, C251 1.525
248 N 13.11604 10.27891 23.35901  C243 1.513, C247 1.474, O249 1.450
249 O 12.17059 9.48865 24.12284  N248 1.450, H271 0.973
250 C 11.38057 10.11832 21.56644  C247 1.481, H262 1.064, H263 1.084, H264 1.080
251 C 13.20459 8.52610 21.72352  C247 1.525, H265 1.091, H266 1.096, H267 1.094
252 C 11.58712 12.12888 23.95898  C243 1.526, H268 1.098, H269 1.085, H270 1.079
253 H 12.83329 11.28196 25.95087  C242 1.090
254 H 13.90796 12.62808 25.63866  C242 1.081
255 H 14.46971 10.94702 25.38999  C242 1.091
256 H 13.91257 13.66337 23.32424  C244 1.097
257 H 14.93994 12.26299 23.24971  C244 1.097
258 H 14.30253 13.02267 20.91152  C245 1.073
259 H 12.55224 12.68197 21.34872  C245 1.075
260 H 14.76356 10.65996 21.32167  C246 1.076
261 H 13.55180 10.78996 19.99087  C246 1.101
262 H 11.00671 11.11203 21.50292  C250 1.064
263 H 11.16812 9.78528 20.55708  C250 1.084
264 H 10.85864 9.46532 22.25028  C250 1.080
265 H 13.34389 8.24603 20.67789  C251 1.091
266 H 14.21825 8.47550 22.13701  C251 1.096
267 H 12.51366 7.85393 22.24106  C251 1.094
268 H 11.15742 12.20670 22.95141  C252 1.098
269 H 11.49943 13.09633 24.44296  C252 1.085
270 H 11.02321 11.46568 24.59661  C252 1.079
271 H 12.71330 8.76818 24.48898  O249 0.973